One molecule with the formula C4H7INP, computed with ωB97M-V with the def2-TZVPD basis set.

Structure (XYZ):
```
14
Properties=species:S:1:pos:R:3:forces:R:3
I 5.29251 -0.12265 -0.05291 -0.07 -0.81 0.05
P 2.52327 1.02696 -0.11029 -0.75 -1.18 0.26
N 0.90172 0.93464 0.32733 -1.06 0.02 -0.59
C -0.34500 1.68137 0.03377 1.28 1.63 -1.42
C 3.21659 -0.50320 0.07565 -0.40 2.64 -0.30
C -0.84987 -0.95732 -0.34565 -1.10 0.17 -1.02
C -0.41432 0.28898 0.45086 0.36 -1.51 3.10
H -1.78800 -1.39045 0.12600 1.06 0.64 -0.64
H -0.14511 -1.81060 -0.46357 -0.04 0.90 0.61
H -1.09035 -0.66888 -1.42085 0.14 -0.24 1.32
H -0.50136 2.05427 -1.02280 0.09 -0.81 1.19
H -0.52493 2.44351 0.79325 -0.35 -0.12 -0.25
H -0.70140 0.29231 1.60724 0.47 -0.65 -2.46
H 2.71354 -1.38982 0.39449 0.38 -0.68 0.15
```
Forces are in eV/Å.

Properties
F_max = 3.46 eV Å⁻¹
relative energy (zero: lowest compared OMol25 entry of this formula, charge and spin) = 56.55 kJ/mol
electronic energy = -850.30882 a.u.
LUMO energy = 0.53 eV
HOMO energy = -7.797 eV
frontier orbital gap = 8.325 eV

***

One molecule with the formula C4H7IO2S, computed with ωB97M-V with the def2-TZVPD basis set.

Structure (XYZ):
```
15
Properties=species:S:1:pos:R:3:forces:R:3
I -3.57857 -0.86489 0.25304 0.09 -0.43 -0.22
S 0.97362 0.63023 -0.56218 -1.32 -0.08 0.59
O -0.20766 1.51704 -0.77850 1.95 -0.06 0.59
O 0.56716 -0.49878 0.63894 1.36 -0.54 0.75
C -1.15050 -0.83461 -1.45948 -0.24 -1.91 -2.51
C -1.47516 -1.04216 -0.23917 -3.03 1.48 3.33
C 2.22366 1.49179 0.49661 -0.50 -0.02 -3.06
C -0.77866 -1.00192 1.08940 2.37 -0.80 -4.47
H -1.92717 -1.07089 -2.15261 -0.53 0.55 -0.64
H -1.00897 -0.22262 1.79036 -1.14 -0.67 0.68
H 3.08274 1.74211 -0.13508 -0.19 -0.18 -0.25
H 2.54854 0.76508 1.17104 0.09 -0.48 1.84
H -0.19594 -0.84798 -1.93583 0.69 0.16 0.26
H -0.78146 -2.16668 1.17458 0.72 2.19 1.60
H 1.70836 2.40428 0.64887 -0.33 0.79 1.51
```
Forces are in eV/Å.

Properties
F_max = 5.12 eV Å⁻¹
relative energy (zero: lowest compared OMol25 entry of this formula, charge and spin) = 322.13 kJ/mol
electronic energy = -1002.81966 a.u.
LUMO energy = 0.51 eV
HOMO energy = -9.016 eV
frontier orbital gap = 9.526 eV

***

A 2-piece molecular cluster, C4H7IOS overall, computed with ωB97M-V with the def2-TZVPD basis set.

Structure (XYZ):
```
14
Properties=species:S:1:pos:R:3:forces:R:3
I 1.71544 -0.20479 2.87639 -0.42 0.14 -0.25
S 0.52517 1.57603 0.29265 1.61 -1.43 -0.46
O -0.60840 2.30579 0.80415 -2.05 1.96 0.63
C 0.01315 0.71927 -1.23953 -1.65 -0.88 1.53
C 0.40677 -1.17097 0.27033 -2.67 3.18 -0.62
C 0.36941 -0.00500 1.23891 -3.27 1.53 0.59
C -0.56209 -0.64164 -0.82292 0.64 0.21 0.17
H -0.75727 1.23795 -1.79533 0.30 0.69 -0.06
H -0.81377 -1.14457 -1.74151 0.62 -1.04 -0.23
H -1.50788 -0.51357 -0.37845 -1.29 0.32 0.79
H 1.34872 -1.10614 -0.11533 2.86 -0.92 -1.01
H 0.14549 -2.00035 0.81283 -0.42 -2.46 0.69
H -1.14007 0.45905 1.58625 4.08 -1.48 -0.49
H 0.86532 0.48893 -1.78843 1.65 0.17 -1.27
```
Forces are in eV/Å.

Properties
F_max = 4.37 eV Å⁻¹
relative energy (zero: lowest compared OMol25 entry of this formula, charge and spin) = 278.08 kJ/mol
electronic energy = -927.60253 a.u.
LUMO energy = 0.24 eV
HOMO energy = -9.314 eV
frontier orbital gap = 9.553 eV

***

C4H7IrO4 as an isolated structure, computed with ωB97M-V with the def2-TZVPD basis set.

Structure (XYZ):
```
16
Properties=species:S:1:pos:R:3:forces:R:3
Ir -2.04855 0.97968 0.76027 -0.93 0.31 0.90
O -0.40221 -3.88972 -0.15597 0.45 1.91 -0.86
O 0.19732 0.59023 1.00849 0.18 -0.08 -0.02
O -1.51321 0.82785 -1.11521 -0.59 0.30 -0.55
O -1.92207 -2.33710 0.60796 1.71 0.45 -1.56
C -1.04919 -2.94125 0.08973 -2.40 -2.50 2.42
C 0.44685 -0.33347 -0.04689 1.51 1.30 -1.33
C 1.00549 1.74715 1.01928 0.40 0.84 -0.02
C -0.31684 0.30546 -1.44018 1.35 -2.53 1.55
H 0.33655 2.59795 1.19842 0.37 -0.05 0.07
H -0.38801 -0.57605 -2.11108 -0.02 0.54 -0.10
H 1.50607 -0.34326 -0.35786 0.05 0.60 0.21
H 1.76448 1.67205 1.81332 -0.29 0.02 -0.20
H 0.48947 -1.25946 0.54124 -1.40 -0.54 -1.10
H 0.37385 1.06415 -1.86785 -0.14 -0.48 0.31
H 1.52001 1.89580 0.05635 -0.25 -0.08 0.27
```
Forces are in eV/Å.

Properties
F_max = 4.23 eV Å⁻¹
spin multiplicity = 5
electronic energy = -561.66754 a.u.
LUMO energy (alpha / beta) = 0.15 / -0.99 eV
HOMO energy (alpha / beta) = -7.005 / -8.940 eV
frontier orbital gap (alpha / beta) = 7.150 / 7.948 eV